# 1
Computed, not measured: C25H60F3Na2O15S as an isolated structure at a distorted geometry, with ωB97M-V with the def2-TZVPD basis set.

gap between HOMO and LUMO = 6.595 eV
charge = +1
HOMO level = -10.66 eV
energy above the lowest of the compared OMol25 structures with the same formula, charge and spin = 71.15 kcal/mol

Geometry as XYZ:
```
106
Properties=species:S:1:pos:R:3:forces:R:3:lowdin_charge:R:1
Na 4.7565 0.5939 -0.4425 -0.9207 -0.7594 -0.0035 0.671
Na 1.6025 4.3380 1.1923 -0.4466 -0.7279 0.0972 0.822
C 0.1404 -0.5384 0.9893 0.3745 1.8300 -1.5248 -0.601
F 0.2429 -1.6881 0.2669 0.4566 0.8354 1.5282 0.124
F -1.1398 -0.2407 1.0766 -0.6209 -0.0333 -0.0584 0.154
F 0.6268 -0.5287 2.2275 0.1449 -1.4239 -0.2136 0.123
S 1.0938 0.8676 0.0928 -0.1060 -1.8652 -1.6342 0.462
O 0.8489 2.0896 0.7960 -1.2285 2.3191 1.0617 -0.358
O 2.4597 0.4889 0.2898 2.5084 -0.8478 0.5383 -0.331
O 0.7156 0.8183 -1.2886 -0.8147 0.1871 0.0026 -0.275
C 4.4638 -2.0357 5.0904 -0.9364 -1.1656 -0.0944 -0.092
O 3.1202 -2.3952 5.3159 -0.6349 -0.5359 0.4338 -0.184
C 2.3288 -2.6349 4.1616 0.1878 0.8866 0.8310 -0.223
C 0.9195 -2.9442 4.6080 0.9788 0.7761 -0.1481 -0.191
O 0.4374 -1.7555 5.2727 -0.1041 -1.9013 -1.0977 -0.174
C -0.9767 -1.7766 5.3504 0.4262 1.5408 1.0661 -0.104
H 4.9378 -2.0238 6.0719 0.0711 0.4052 -0.1957 0.096
H 4.5070 -1.0944 4.5425 0.3932 0.1716 -0.0083 0.079
H 4.8697 -2.8783 4.5306 0.7753 0.2528 -0.3697 0.083
H 2.6635 -3.4470 3.5162 0.5219 -0.2561 0.0441 0.117
H 2.3516 -1.6907 3.6173 -0.2510 -0.0345 -0.6012 0.095
H 0.9454 -3.8718 5.1799 -0.1330 0.2713 0.9554 0.131
H 0.3772 -3.2744 3.7220 -0.6032 0.7081 -0.3062 0.121
H -1.4536 -1.5104 4.4071 -0.1337 -0.8765 -0.3417 0.085
H -1.1956 -0.8999 5.9599 -0.2310 -0.0394 0.3226 0.081
H -1.3207 -2.6457 5.9111 -0.3408 -0.1933 -0.5323 0.098
C -0.6481 -5.7887 -6.6629 1.4050 1.1520 -0.7877 -0.086
O -0.3620 -4.6879 -5.7594 -1.1969 -1.4731 -0.7200 -0.159
C -1.5713 -4.1086 -5.3468 -0.3435 0.3029 1.2077 -0.239
C -1.3026 -3.3328 -4.0874 -0.1743 0.7458 0.7010 -0.238
O -0.4444 -2.2704 -4.2786 1.2095 1.6117 -0.9001 -0.184
C -0.2348 -1.3900 -3.1853 0.1673 -0.2475 -0.6452 -0.104
H 0.2848 -5.8954 -7.2163 0.0568 -0.3637 0.0603 0.084
H -1.3635 -5.4850 -7.4272 -0.3740 0.0411 0.1728 0.084
H -0.9210 -6.7610 -6.2526 -0.1486 0.2980 0.6460 0.087
H -2.3272 -4.8172 -5.0082 0.0738 -0.7816 -0.0815 0.123
H -2.1108 -3.5510 -6.1124 0.4828 0.4412 -0.3629 0.130
H -0.8377 -3.9953 -3.3573 -0.2565 -0.4494 0.2716 0.129
H -2.1901 -2.8532 -3.6746 -0.7720 -0.7370 0.1200 0.127
H -1.1208 -0.9014 -2.7799 -0.5524 -0.3701 -0.0256 0.088
H 0.3538 -0.5581 -3.5720 0.3210 -0.2581 0.1381 0.070
H 0.2807 -1.9143 -2.3806 0.1499 0.1087 0.1890 0.070
C 2.2864 1.6005 3.6852 0.0872 0.1199 0.9092 -0.101
O 1.3310 2.1932 4.5576 -0.7735 -0.7294 -0.4372 -0.165
C -0.0320 1.8166 4.1849 0.1734 1.5053 0.8362 -0.147
C -1.0257 2.5000 5.2141 2.0994 0.3062 -0.4252 -0.121
O -0.5940 3.8812 5.4634 -0.0542 -1.4520 -0.9890 -0.201
C -1.3061 4.5731 6.4588 -0.0791 -0.2094 0.0663 -0.118
H 3.3044 1.7476 4.0458 -0.0190 1.0043 0.2286 0.089
H 2.1371 2.0420 2.6998 0.2904 -0.6601 -0.3023 0.048
H 2.2989 0.5119 3.7388 -0.8657 -0.2133 -0.6158 0.071
H -0.1441 0.7346 4.1154 -0.0431 -0.1221 0.7038 0.096
H -0.2859 2.1395 3.1753 0.2801 0.5060 -0.2571 0.099
H -0.9173 1.9101 6.1243 -0.4426 0.1674 0.2875 0.122
H -2.0243 2.4639 4.7787 -0.1921 -0.0049 0.2730 0.105
H -0.9748 5.6114 6.4462 -0.1182 -0.0175 -0.2359 0.087
H -1.0915 4.2071 7.4629 0.0032 -0.3198 0.1189 0.087
H -2.3788 4.5043 6.2777 -0.2018 0.1883 0.0702 0.082
C 0.1657 3.2417 -4.1609 0.1333 0.1037 0.0264 -0.090
O 0.4493 3.2143 -5.5903 -0.1047 -0.1370 1.6151 -0.194
C 0.1854 1.9378 -6.1923 -0.5179 -0.6637 -0.1359 -0.178
C -1.1776 1.8683 -6.9788 1.5948 0.8587 0.8495 -0.189
O -1.1101 2.6945 -8.1261 -0.5489 0.8751 -0.3566 -0.189
C -1.1143 4.1407 -7.8914 0.0711 -1.1936 1.0287 -0.067
H 0.7301 2.5461 -3.5397 -0.1505 -1.0981 -0.6219 0.062
H -0.8939 3.1992 -3.9086 -0.1810 -0.5166 -0.3823 0.088
H 0.4802 4.1236 -3.6029 0.2407 1.0034 -1.2020 0.070
H 0.2943 1.1456 -5.4516 -0.6186 -0.0744 0.4198 0.099
H 0.9910 1.6484 -6.8669 0.1192 0.7449 -0.4209 0.120
H -1.9709 2.1387 -6.2819 -0.3156 0.3953 -0.0318 0.113
H -1.3920 0.8467 -7.2926 0.2757 0.0322 -0.2164 0.123
H -1.7751 4.3500 -7.0502 -0.1930 0.0475 0.1023 0.079
H -1.4789 4.7255 -8.7358 0.1936 -0.6168 -0.3035 0.085
H -0.1213 4.4479 -7.5634 0.0023 0.1651 -0.3308 0.074
C 4.9803 0.5857 -3.6245 0.4573 0.6615 -0.5730 -0.100
O 4.3185 -0.1918 -2.6782 -0.3050 -0.8564 1.2737 -0.223
C 4.6732 -1.5702 -2.7015 -0.7514 -1.6082 1.1153 -0.146
C 3.9323 -2.4513 -1.6071 0.0250 1.3453 -0.9504 -0.170
O 4.2429 -1.9486 -0.3179 0.0607 -1.4770 1.5918 -0.216
C 3.8497 -2.9870 0.6775 0.6566 0.9680 0.3245 -0.038
H 6.0636 0.5475 -3.5099 0.2703 -0.2007 0.0220 0.095
H 4.6856 1.6215 -3.4558 -0.1775 -0.0080 -0.1382 0.097
H 4.7397 0.3087 -4.6509 -0.1309 -0.0789 -0.0324 0.105
H 5.7259 -1.7389 -2.4747 0.3891 0.4306 -0.1241 0.126
H 4.4754 -2.0286 -3.6705 -0.1427 0.1777 -0.1855 0.135
H 4.2448 -3.4911 -1.7031 0.4368 0.0028 -0.2014 0.126
H 2.8481 -2.4749 -1.7163 -0.1778 0.3326 -0.2965 0.123
H 4.4340 -3.9028 0.5884 -0.4161 -0.2740 -1.0872 0.096
H 2.7670 -3.0975 0.7379 0.0313 -0.2796 -0.6116 0.092
H 4.1376 -2.7794 1.7081 0.1557 1.3131 -0.1320 0.065
C -6.3875 2.3862 0.3508 -0.5157 0.9818 0.3017 -0.109
O -5.2632 2.2202 1.1813 -0.3200 -0.1747 -0.1218 -0.180
C -5.5454 1.3346 2.2245 2.4222 -1.6864 0.7214 -0.216
C -4.2356 1.3177 3.1033 -1.2935 0.2137 -0.7033 -0.182
O -4.4018 0.6126 4.3347 1.7142 0.7804 -1.6924 -0.176
C -5.1798 1.2810 5.2580 -1.1809 -0.3843 0.9543 -0.136
H -7.1252 2.8981 0.9687 -0.4378 0.2328 -0.2313 0.087
H -6.8783 1.4825 -0.0106 0.4616 -0.4064 -0.0375 0.090
H -6.1192 3.0343 -0.4835 0.0613 -0.1510 0.0398 0.090
H -5.5609 0.3153 1.8386 -0.5957 -0.2364 -0.2742 0.126
H -6.4426 1.4609 2.8304 -0.1629 0.7568 -0.2498 0.116
H -3.9567 2.3707 3.1437 0.0959 0.3052 0.9927 0.112
H -3.4324 0.8810 2.5097 -0.1107 -0.5095 0.2265 0.113
H -6.2105 1.2651 4.9039 -0.3466 -0.0270 0.4510 0.079
H -4.9758 2.3191 5.5202 0.7363 0.2469 -0.4706 0.088
H -5.0572 0.7022 6.1736 -0.4350 0.0694 0.0926 0.096
```
Positions in Å, forces in eV/Å.

***

# 2
Computed, not measured: a 8-piece molecular cluster, C25H60IN3O17S overall at a distorted geometry, with ωB97M-V with the def2-TZVPD basis set.

gap between HOMO and LUMO = 9.507 eV
HOMO level = -9.31 eV

Geometry as XYZ:
```
107
Properties=species:S:1:pos:R:3:forces:R:3:lowdin_charge:R:1
C 2.2159 -1.0825 -0.3716 -0.1409 0.0181 0.1314 -0.075
O 3.1160 -0.0405 -0.7134 0.0061 -0.0403 0.0236 -0.143
C 2.5191 1.0282 -1.4119 0.0395 -0.1861 -0.0808 -0.333
C 3.6112 1.6216 -2.3172 0.0873 0.3134 -0.2219 -0.142
C 3.5461 0.9969 -3.6804 -0.6225 1.0306 0.7243 -0.815
O 4.0241 -0.0081 -4.0072 0.8327 -1.5332 -0.5789 0.063
I 2.3069 2.0769 -5.1142 -0.2254 0.2044 -0.1965 0.760
C 1.8972 2.0726 -0.4819 0.0038 -0.0533 0.1998 -0.344
N 2.9311 2.7062 0.3348 -0.0864 -0.0609 -0.1988 0.070
C 0.9603 3.0049 -1.2821 -0.0612 0.0374 -0.0051 -0.155
C -0.4974 2.5982 -1.0690 0.1253 0.0963 -0.0792 -0.234
C -1.5087 3.3028 -1.9732 -0.0459 -0.1811 -0.0032 -0.228
C -2.8270 2.5252 -2.1738 0.2718 0.0076 0.0205 -0.429
S -3.3518 1.5029 -0.7470 -0.1735 -0.0104 -0.0831 0.990
C -2.5529 0.0102 -1.1337 0.7159 -0.6756 0.4967 -0.693
N -1.6708 -0.6366 -0.4168 -0.6775 0.3935 -0.6218 0.054
N -1.3466 -1.7948 -1.1188 -0.9777 0.1806 -1.0999 0.064
C -2.0588 -1.7513 -2.2118 0.5306 0.0926 0.8631 -0.160
O -2.8478 -0.6546 -2.2949 0.2879 -0.0844 0.3294 0.017
H 1.1762 -0.7371 -0.3473 0.0643 -0.0124 0.0161 0.070
H 2.2934 -1.8989 -1.0955 -0.0096 -0.0106 -0.0509 0.095
H 2.4608 -1.4499 0.6251 0.0755 0.0409 -0.0122 0.073
H 1.7070 0.6215 -2.0350 -0.0216 0.1410 -0.0513 0.146
H 4.5930 1.3594 -1.9245 -0.0123 0.0926 0.2771 0.111
H 3.5303 2.7027 -2.4223 -0.0586 -0.0313 0.0522 0.102
H 1.2677 1.5025 0.2114 0.0988 0.0242 0.0389 0.142
H 3.4713 3.3703 -0.2074 0.0025 0.0524 0.0213 0.071
H 2.5015 3.2138 1.0967 0.0506 0.0450 0.0316 0.076
H 1.1806 2.9392 -2.3530 0.0696 0.0892 0.0068 0.055
H 1.1357 4.0442 -0.9873 -0.0692 -0.0431 0.0095 0.122
H -0.5513 1.5209 -1.2469 0.0131 0.0149 0.0573 0.084
H -0.7570 2.7560 -0.0183 -0.0503 -0.1445 -0.0432 0.117
H -1.0557 3.4064 -2.9648 -0.0879 0.1667 0.0097 0.112
H -1.7329 4.3047 -1.6051 0.0581 0.0226 -0.0082 0.112
H -3.6665 3.1962 -2.3602 0.1370 -0.0051 -0.0501 0.045
H -2.7253 1.8608 -3.0326 -0.1577 -0.0528 0.0554 0.077
H -2.0891 -2.4482 -3.0346 0.0707 -0.0098 0.1093 0.136
O 3.0172 -1.5009 3.2143 0.1507 -0.0059 -0.0402 -0.082
C 4.0773 -2.3819 2.8505 -0.0550 0.0923 -0.1355 -0.248
C 4.5665 -3.1361 4.0673 -0.0617 0.0196 0.0339 -0.242
O 3.5050 -3.8567 4.6735 0.0162 -0.0105 0.0901 -0.068
H 3.3933 -0.7870 3.7484 -0.0674 0.0518 0.0243 0.058
H 3.6554 -3.0767 2.1240 0.0879 0.0560 0.1020 0.101
H 4.8983 -1.8304 2.3782 0.0636 0.0011 0.0470 0.109
H 5.3380 -3.8565 3.7927 0.0134 -0.0110 -0.0084 0.120
H 4.9972 -2.4244 4.7856 0.0470 -0.0212 0.0026 0.112
H 2.7265 -3.2903 4.5985 0.0126 0.0486 -0.0704 0.066
O -5.6261 0.3158 -4.8551 -0.0273 0.0253 0.0447 -0.067
C -6.7879 0.2694 -4.0274 -0.0160 -0.0783 0.0009 -0.233
C -6.9203 1.5518 -3.2400 -0.0140 0.0871 -0.0525 -0.242
O -6.9847 2.6715 -4.1100 -0.0235 0.0366 -0.0666 -0.076
H -4.8588 0.2592 -4.2767 0.1124 -0.0280 0.0003 0.073
H -7.6307 0.1583 -4.7089 -0.0232 -0.0090 0.0111 0.124
H -6.7616 -0.5941 -3.3554 -0.0114 0.0127 -0.0040 0.123
H -7.8337 1.5481 -2.6447 -0.0057 -0.0244 0.0093 0.124
H -6.0675 1.6504 -2.5584 0.0417 -0.0092 0.0868 0.098
H -6.3718 2.4870 -4.8331 0.0424 -0.0175 0.0168 0.080
O 2.1390 -0.5946 8.0547 0.0254 0.0410 -0.0260 -0.065
C 2.7433 0.6815 7.8530 -0.0467 -0.0366 0.0286 -0.240
C 3.7834 0.6052 6.7585 0.0230 -0.1074 -0.0880 -0.236
O 3.2046 0.1126 5.5590 -0.0119 0.0379 0.0802 -0.080
H 2.7825 -1.1791 8.4690 -0.0106 -0.0155 0.0053 0.093
H 1.9325 1.3411 7.5461 -0.0017 0.0327 0.0125 0.124
H 3.1803 1.0688 8.7781 0.0114 0.0040 -0.0067 0.120
H 4.1957 1.5917 6.5470 0.0030 0.0127 -0.0012 0.123
H 4.6047 -0.0519 7.0742 0.0277 0.0399 0.0164 0.120
H 2.5841 -0.5805 5.8242 -0.0042 -0.0137 -0.0306 0.086
O 6.7522 0.8973 -0.8945 0.0333 -0.0231 -0.0435 -0.079
C 6.5144 0.2158 0.3414 -0.1066 -0.0062 -0.0156 -0.238
C 7.7542 -0.5273 0.7830 0.0981 0.0779 -0.0598 -0.257
O 8.8592 0.3498 0.9244 -0.0689 -0.0061 0.0144 -0.064
H 6.8198 0.2355 -1.5920 -0.0004 -0.0077 0.0017 0.093
H 6.2679 0.9956 1.0609 -0.0340 0.0007 0.0126 0.128
H 5.6575 -0.4584 0.2527 -0.0134 0.0302 0.0190 0.107
H 7.5863 -0.9982 1.7524 -0.0114 -0.0241 0.0093 0.115
H 7.9893 -1.3173 0.0560 -0.0247 -0.0358 0.0226 0.119
H 8.8080 0.9707 0.1873 0.0254 -0.0069 -0.0109 0.076
O -0.8928 -5.3056 2.3332 -0.0914 -0.0470 -0.1202 -0.069
C -0.3183 -4.8591 1.0989 -0.0928 0.0102 0.0288 -0.232
C 0.5105 -3.6155 1.3049 0.0387 0.0923 0.2415 -0.241
O 1.5635 -3.8315 2.2317 -0.2975 -0.2672 -0.2208 -0.069
H -1.5449 -4.6529 2.6118 0.0550 0.0443 0.0500 0.086
H 0.3032 -5.6811 0.7462 0.0109 -0.0201 0.0128 0.131
H -1.1005 -4.6596 0.3594 0.0973 0.0801 -0.0954 0.098
H 0.9574 -3.3056 0.3613 -0.0391 0.0011 -0.0158 0.100
H -0.1375 -2.8017 1.6576 0.0002 0.0464 -0.0991 0.125
H 1.2057 -4.3740 2.9453 0.0525 -0.0372 0.0147 0.088
O -5.4125 6.5867 -5.3518 0.0042 -0.0099 0.0520 -0.068
C -5.7708 6.9243 -4.0109 -0.0656 0.0111 -0.0408 -0.237
C -5.5634 5.7365 -3.0995 0.0941 -0.0581 -0.1092 -0.237
O -4.2060 5.3036 -3.1638 -0.0887 0.0346 0.0658 -0.081
H -6.0766 5.9789 -5.6944 0.0046 0.0056 -0.0194 0.091
H -5.1069 7.7401 -3.7261 -0.0065 0.0095 0.0095 0.123
H -6.8050 7.2764 -3.9570 -0.0028 0.0128 0.0214 0.121
H -5.7798 6.0029 -2.0646 0.0327 0.0189 0.0219 0.123
H -6.2329 4.9195 -3.3953 0.0014 0.0138 0.0471 0.099
H -3.9413 5.4037 -4.0873 0.0078 -0.0279 -0.0207 0.083
O -3.3766 -5.9831 -0.2729 -0.0363 0.0314 0.0507 -0.073
C -4.5949 -6.2016 0.4372 0.0317 0.0159 -0.0589 -0.234
C -5.0248 -4.9294 1.1337 0.0387 0.1051 -0.0510 -0.252
O -5.1566 -3.8651 0.2063 -0.0099 -0.0648 0.0071 -0.067
H -2.6696 -5.8911 0.3757 0.0482 -0.1149 0.0305 0.052
H -5.3305 -6.4751 -0.3185 -0.0247 -0.0247 0.0075 0.123
H -4.4976 -7.0253 1.1503 -0.0017 0.0102 0.0086 0.123
H -5.9904 -5.0649 1.6212 -0.0109 0.0025 0.0126 0.121
H -4.2866 -4.6668 1.9054 -0.0271 -0.0337 0.0375 0.111
H -4.4203 -3.9606 -0.4112 0.0188 0.0208 0.0103 0.069
```
Positions in Å, forces in eV/Å.